The following is a DFT calculation (the ωB97M-V functional and the def2-TZVPD basis) of the ion C4H6N3 with charge +1 at a distorted geometry.

Structure (ORCA input):
```
! RIJCOSX wB97M-V def2-TZVPD def2/J DEFGRID3
* xyz 1 1
C 0.9960 2.1068 1.4143
N 0.4798 1.1387 0.8547
C -0.0529 0.1950 0.1469
N 1.0832 -1.0292 0.0234
C 0.7299 -2.1806 0.2760
N -1.2169 -0.0642 -0.2101
C -2.2388 0.1554 -0.9194
H 1.9894 2.5554 1.0346
H 0.6717 2.4775 2.3814
H 1.5041 -3.0415 0.3583
H -0.2798 -2.5062 0.6378
H -2.3381 0.6662 -1.9495
H -3.2964 -0.2417 -0.6566
*
```

Summary:
Kohn-Sham gap: 0.342 Eh
HOMO level: -0.52578 hartree
Relative energy (zero: lowest compared OMol25 entry of this formula, charge and spin): 4.4182 eV

Atomic partial charges in e from the Löwdin method, atoms 1 to 5: atom 1 (C): 0.11, atom 2 (N): 0.13, atom 3 (C): -0.26, atom 4 (N): 0.08, atom 5 (C): -0.07